## one
10
Properties=species:S:1:pos:R:3:mulliken_charge:R:1 method="wB97M-V/def2-TZVPD" smiles="O=C=NO.C=C=O" spin_multiplicity=1 gap_ha=0.36963 total_charge=0
C -1.991 -0.512 0.004 0.48
O 1.369 1.456 -0.333 -0.49
H -0.436 2.091 0.109 0.41
H 1.538 -1.372 1.007 0.27
C 1.445 0.302 -0.173 0.89
O -1.309 1.750 0.388 -0.30
N -1.330 0.475 -0.103 -0.14
H 1.588 -1.645 -0.809 0.27
C 1.552 -0.963 0.016 -0.96
O -2.427 -1.582 -0.106 -0.43

***

## two
10
Properties=species:S:1:pos:R:3:mulliken_charge:R:1 method="wB97M-V/def2-TZVPD" smiles="[H]/N=C(/C=O)OC=O" spin_multiplicity=1 gap_ha=0.37048 total_charge=0
C 0.498 -0.461 -0.146 0.51
O -1.660 1.255 0.551 -0.46
C 1.160 0.614 0.725 -0.04
N 1.384 -1.162 -0.690 -0.50
O 2.327 0.771 0.480 -0.38
H 1.113 -1.687 -1.504 0.27
H 0.657 1.199 1.501 0.36
H -2.795 -0.136 -0.422 0.37
C -1.825 0.241 -0.062 0.20
O -0.858 -0.634 -0.433 -0.32

***

## three
10
Properties=species:S:1:pos:R:3:mulliken_charge:R:1 method="wB97M-V/def2-TZVPD" smiles="[H]/N=C(/C=O)OC=O" spin_multiplicity=1 gap_ha=0.34941 total_charge=0
N -1.037 0.913 -1.258 -0.49
H 2.836 -0.467 0.073 0.36
C -1.300 -0.100 0.692 -0.02
H -1.118 -0.355 1.736 0.37
C 1.781 -0.502 0.385 0.20
O -2.401 -0.169 0.204 -0.38
H -0.724 0.816 -2.205 0.24
O 1.056 0.281 -0.451 -0.33
O 1.346 -1.131 1.307 -0.45
C -0.322 0.415 -0.349 0.49

***

What should be chosen as the most stable of them? Choose two.

***

## one
10
Properties=species:S:1:pos:R:3:mulliken_charge:R:1 method="wB97M-V/def2-TZVPD" smiles="Nc1coc(=O)o1" spin_multiplicity=1 gap_ha=0.36141 total_charge=0
H -2.791 0.974 1.172 0.30
N -1.738 1.218 1.180 -0.56
C -1.078 -0.511 -0.669 -0.34
O 2.272 -0.153 -0.603 -0.50
C -0.891 0.289 0.378 0.37
O 0.229 -0.977 -1.029 -0.30
H -1.796 -0.881 -1.349 0.38
H -1.500 0.937 2.113 0.27
C 1.116 -0.319 -0.271 0.65
O 0.420 0.342 0.779 -0.29

***

## two
10
Properties=species:S:1:pos:R:3:mulliken_charge:R:1 method="wB97M-V/def2-TZVPD" smiles="O=C1CON=CO1" spin_multiplicity=1 gap_ha=0.40466 total_charge=0
C 0.436 1.065 0.046 0.66
H 1.331 -0.117 -1.793 0.25
N -1.091 -1.249 -0.030 -0.18
C 0.883 -0.191 -0.657 -0.29
H 1.596 -0.853 -0.004 0.24
O -0.301 -0.726 -1.087 -0.22
H -1.929 -0.508 1.822 0.28
C -0.979 -0.493 0.956 0.05
O -0.537 0.788 0.969 -0.25
O 0.591 2.283 -0.221 -0.55

***

What should be chosen as the most stable of them? Choose one.

***

## one
10
Properties=species:S:1:pos:R:3:mulliken_charge:R:1 method="wB97M-V/def2-TZVPD" spin_multiplicity=1 gap_ha=0.35390 total_charge=0
C -1.781 -0.579 0.134 -0.12
O 2.480 0.625 0.886 -0.47
O -2.135 -1.660 0.519 -0.39
O 0.600 -0.982 0.517 -0.43
H 2.030 -0.187 -0.958 0.35
H -2.492 0.192 -0.223 0.28
C 1.787 0.172 0.045 0.29
N 0.175 0.933 -0.292 -0.40
C -0.319 -0.187 0.117 0.70
H -0.345 1.672 -0.746 0.19

***

## two
10
Properties=species:S:1:pos:R:3:mulliken_charge:R:1 method="wB97M-V/def2-TZVPD" smiles="[H]/N=C(/C=O)OC=O" spin_multiplicity=1 gap_ha=0.37471 total_charge=0
O 2.293 -0.834 0.886 -0.43
H -1.782 -1.052 0.308 0.35
H 0.587 -1.278 -0.221 0.31
C -0.898 -0.456 0.538 -0.06
N -1.137 1.303 -1.155 -0.59
O 0.953 0.719 -0.193 -0.33
O -0.313 -0.522 1.602 -0.41
C 1.324 -0.551 0.274 0.24
H -0.636 2.067 -1.612 0.29
C -0.389 0.604 -0.428 0.62

***

## three
10
Properties=species:S:1:pos:R:3:mulliken_charge:R:1 method="wB97M-V/def2-TZVPD" smiles="CC#CO[N+](=O)[O-]" spin_multiplicity=1 gap_ha=0.40082 total_charge=0
O 3.713 0.014 0.041 -0.56
O 2.091 1.236 -0.598 -0.51
O 1.759 -0.611 0.563 -0.31
C -2.211 -0.094 -0.176 -1.26
H -2.715 -0.931 0.415 0.27
C -0.814 -0.162 0.206 0.34
H -2.250 -0.247 -1.142 0.34
N 2.596 0.325 -0.048 1.12
H -2.499 0.814 0.238 0.34
C 0.329 -0.345 0.503 0.24

***

What should be chosen as the most stable of them? Choose one.